{"formula": "C61H59N3O17S2", "method": "the ωB97M-V functional and the def2-TZVPD basis", "energy_ha": -4599.44367, "smiles": "C#Cc1cc(CCCSC(=S)N(c2ccccc2)c2ccccc2)c2ncc(CCCCCCCCCCOC)nc2c1.O=C1C=C(O)C(=O)C=C1O.O=C1C=C(O)C(=O)C=C1O.O=C1C=C(O)C(=O)C=C1O.O=C1C=C(O)C(=O)C=C1O", "elements": ["S", "S", "O", "O", "O", "O", "O", "O", "O", "O", "O", "O", "O", "O", "O", "O", "O", "O", "O", "N", "N", "N", "C", "C", "C", "C", "C", "C", "C", "C", "C", "C", "C", "C", "C", "C", "C", "C", "C", "C", "C", "C", "C", "C", "C", "C", "C", "C", "C", "C", "C", "C", "C", "C", "C", "C", "C", "C", "C", "C", "C", "C", "C", "C", "C", "C", "C", "C", "C", "C", "C", "C", "C", "C", "C", "C", "C", "C", "C", "C", "C", "C", "C", "H", "H", "H", "H", "H", "H", "H", "H", "H", "H", "H", "H", "H", "H", "H", "H", "H", "H", "H", "H", "H", "H", "H", "H", "H", "H", "H", "H", "H", "H", "H", "H", "H", "H", "H", "H", "H", "H", "H", "H", "H", "H", "H", "H", "H", "H", "H", "H", "H", "H", "H", "H", "H", "H", "H", "H", "H", "H", "H"], "xyz": [[2.267, 2.427, -2.558], [4.129, 0.148, -3.156], [1.539, -10.736, 2.743], [12.543, -0.045, -5.658], [2.775, -5.741, 1.512], [-9.877, -3.191, 2.912], [-5.266, -3.985, 2.640], [-12.402, -5.011, 8.387], [2.833, -7.570, -0.461], [7.962, 0.802, -6.163], [-10.192, -4.001, 9.536], [-2.316, 6.360, 1.436], [-9.646, -0.768, 6.190], [1.398, -8.892, 4.694], [-11.916, -1.728, 5.080], [13.211, 1.691, -7.598], [8.623, 2.472, -8.164], [-9.291, -0.555, 2.827], [-4.682, -1.359, 2.640], [-1.305, -2.119, 1.024], [0.238, -1.652, -1.436], [4.998, 2.630, -3.128], [-1.030, -1.173, -1.214], [-6.048, 1.085, -0.389], [4.853, 6.182, -0.728], [-0.087, -2.586, 0.829], [5.623, 5.075, -0.333], [0.550, -3.448, 1.924], [-0.026, 0.956, 2.241], [0.376, -1.263, 3.372], [1.075, 1.066, -2.493], [4.138, 4.984, -2.686], [-1.659, -0.398, -2.271], [-2.277, 4.522, -0.121], [11.619, 0.530, -6.203], [-3.079, -0.792, 0.102], [-0.512, 3.356, 1.399], [1.813, -9.595, 2.424], [4.084, 6.147, -1.906], [4.738, 2.991, -6.917], [6.351, 3.797, -4.786], [2.184, -9.219, 1.065], [1.070, -0.128, 2.520], [0.658, -2.343, -0.396], [-0.138, 1.236, -3.456], [-12.236, -3.410, 6.690], [-7.595, -3.685, 2.785], [4.897, 3.847, -2.333], [-8.600, -2.802, 2.833], [-5.010, 0.541, -0.714], [11.919, 1.505, -7.302], [-11.533, -2.280, 6.095], [-9.835, -2.352, 7.897], [1.765, -8.518, 3.465], [9.548, 1.923, -7.598], [2.076, -7.249, 3.175], [5.218, 2.985, -4.517], [-8.348, -1.326, 2.799], [-0.941, -0.108, -3.609], [9.248, 0.970, -6.480], [-11.783, -3.972, 7.816], [5.859, 3.797, -7.148], [-10.552, -3.467, 8.504], [-10.286, -1.791, 6.769], [1.051, -2.647, 3.177], [10.945, 2.152, -7.951], [-5.962, -1.749, 2.694], [-1.215, 3.390, 0.012], [6.694, 4.209, -6.079], [0.532, 2.198, 1.508], [10.225, 0.320, -5.834], [-6.213, -3.225, 2.701], [2.491, -7.949, 0.775], [3.870, 1.757, -2.949], [-1.777, -1.376, -0.028], [4.409, 2.602, -5.597], [-1.729, 5.946, 0.198], [-1.547, 7.354, 2.095], [-6.965, -0.867, 2.739], [5.641, 3.911, -1.138], [2.469, -6.879, 1.822], [-3.675, -0.047, -0.900], [-2.933, 0.131, -2.135], [1.389, 2.589, 2.091], [2.198, -10.001, 0.318], [1.477, -0.553, 1.583], [4.851, 7.094, -0.117], [1.460, -3.921, 1.465], [4.089, 2.638, -7.728], [-7.764, -4.752, 2.807], [6.134, 4.144, -8.153], [-2.618, 4.530, -1.179], [-6.795, 0.201, 2.732], [-10.170, -0.545, 5.395], [3.007, -6.611, -0.405], [-0.469, 7.336, 1.827], [1.672, -2.775, -0.462], [0.210, 1.578, -4.449], [-0.461, 1.212, 3.231], [0.558, -0.971, 4.433], [-3.633, -0.950, 1.037], [3.512, 1.994, -5.429], [1.519, 0.072, -2.701], [-10.404, -2.368, 2.932], [11.149, 2.855, -8.746], [2.154, -2.554, 3.223], [10.023, -0.371, -5.028], [-4.156, -2.185, 2.615], [3.561, 4.916, -3.623], [1.231, -9.853, 4.639], [-11.878, -5.225, 9.183], [2.047, -6.464, 3.918], [-0.860, 1.967, -3.032], [-1.613, 7.159, 3.186], [-8.939, -2.008, 8.394], [13.705, 1.109, -6.990], [0.661, 0.975, -1.466], [-0.835, 0.441, 1.678], [3.464, 6.972, -2.273], [-0.623, 5.998, 0.185], [-1.726, 2.425, -0.216], [-0.480, 3.531, -0.815], [-0.304, -0.969, -3.879], [-6.968, 1.459, 0.040], [-2.126, 6.631, -0.589], [6.980, 4.120, -3.945], [-0.721, -1.268, 3.256], [-3.161, 4.316, 0.513], [-1.282, 3.321, 2.193], [-3.369, 0.696, -2.972], [6.279, 3.082, -0.795], [-13.124, -3.765, 6.186], [7.457, 1.380, -6.770], [-1.910, 8.385, 1.894], [1.875, 0.327, 3.134], [0.883, 1.897, 0.497], [0.783, -3.258, 4.069], [0.018, 4.327, 1.502], [6.220, 5.135, 0.585], [-0.114, -4.301, 2.169], [-1.668, 0.023, -4.436], [7.584, 4.833, -6.223]], "atomic_forces_ev_per_a": [[0.475, 0.419, 0.017], [-0.132, 0.523, 0.007], [-0.067, 0.125, 0.337], [0.247, 0.199, -0.221], [0.135, -0.189, -0.353], [0.254, 0.640, 0.004], [0.213, 0.282, 0.005], [0.502, 0.308, 0.169], [-0.055, 0.325, 0.531], [0.339, 0.349, -0.520], [-0.271, -0.229, -0.034], [1.374, 0.119, 0.038], [-0.599, -0.352, -0.257], [0.071, -0.329, -0.524], [0.353, 0.199, -0.034], [-0.256, -0.356, 0.406], [-0.190, -0.116, 0.098], [-0.253, -0.339, 0.100], [-0.411, -0.772, 0.338], [0.874, -0.005, -1.020], [-0.839, -0.771, 1.918], [-2.059, 1.345, -0.410], [-0.973, 1.101, -1.294], [0.767, -0.756, 0.046], [-0.155, 0.175, -0.011], [-0.071, -0.428, 0.289], [-0.471, 0.002, -0.796], [1.353, -0.015, -0.988], [0.691, -0.569, -0.076], [1.438, 0.503, 0.634], [-0.771, -1.138, -0.019], [-0.252, -0.525, -0.627], [-0.440, 0.114, -0.828], [0.551, -0.032, -0.451], [-0.441, -0.308, 0.396], [-0.424, 0.069, 0.142], [0.201, 0.128, -1.063], [0.089, -0.202, -0.592], [0.579, -1.044, -0.070], [0.307, 0.151, 0.691], [0.151, -0.046, 0.038], [-0.065, -0.147, 0.174], [-1.519, -0.074, 0.506], [0.566, -0.149, -0.042], [0.071, -0.291, -0.072], [0.036, 0.189, -0.169], [0.232, 0.000, -0.002], [0.625, 1.064, 1.628], [-0.275, -0.636, 0.009], [-0.018, 0.334, 0.615], [0.253, 0.411, -0.467], [-0.474, -0.410, -0.019], [-0.047, -0.177, 0.154], [-0.068, 0.405, 0.560], [0.394, 0.244, -0.298], [0.076, 0.189, -0.183], [0.920, 0.304, -1.092], [0.473, 0.521, -0.022], [0.282, 0.203, 0.721], [-0.345, -0.414, 0.526], [-0.571, -0.321, -0.220], [0.452, 0.278, -0.055], [0.492, 0.377, 0.038], [0.593, 0.308, 0.238], [-1.166, -0.344, 0.783], [-0.232, 0.049, -0.017], [0.209, 0.672, 0.012], [-0.460, 0.082, -0.033], [-1.141, -0.688, 0.404], [-0.757, 0.157, 0.592], [0.283, -0.024, -0.001], [-0.351, -0.495, 0.021], [0.039, -0.381, -0.554], [0.064, -1.794, 0.015], [-0.569, 0.312, -0.140], [0.119, -0.028, 0.053], [-1.566, -0.236, -0.695], [0.076, 0.310, 0.664], [-0.255, 0.034, -0.001], [0.096, 0.398, 0.407], [-0.104, 0.134, 0.588], [0.346, 0.013, -0.752], [0.120, -0.327, 0.856], [-0.184, -0.364, -0.377], [0.014, 0.021, -0.004], [-0.039, 0.384, 0.362], [0.028, -0.457, -0.225], [-0.910, 0.335, 0.400], [0.398, 0.327, 0.293], [-0.021, 0.015, -0.012], [-0.301, -0.377, 0.383], [0.043, -0.102, 0.607], [0.031, -0.016, -0.003], [0.114, 0.118, -0.037], [0.033, -0.015, -0.082], [-0.532, -0.199, 0.004], [-0.549, 0.236, 0.037], [-0.181, -0.087, 0.447], [0.219, 0.154, -0.555], [-0.237, -0.228, -0.533], [0.564, 0.172, -0.727], [0.460, 0.227, -0.086], [0.282, 0.834, 0.063], [-0.141, -0.098, 0.042], [0.018, -0.019, 0.004], [-0.595, 0.059, -0.374], [-0.028, 0.008, -0.014], [0.089, 0.049, 0.052], [0.313, 0.211, 0.500], [-0.010, 0.007, 0.076], [-0.055, -0.046, 0.011], [0.004, -0.023, 0.012], [0.525, -0.145, -0.426], [-0.047, 0.215, -0.594], [-0.011, 0.020, -0.016], [0.043, 0.014, -0.034], [0.531, 0.338, -0.441], [0.371, 0.572, 0.154], [0.369, -0.225, 0.434], [-0.459, -0.072, 0.245], [0.336, 0.403, 0.287], [-0.132, -0.084, 0.626], [-0.034, 0.550, 0.126], [0.504, -0.089, -0.542], [0.524, -0.240, 0.335], [-0.314, -0.231, -0.340], [0.582, -0.200, -0.259], [0.493, 0.225, -0.244], [0.422, -0.133, -0.248], [0.157, -0.296, 0.516], [-0.472, 0.237, -0.472], [0.005, -0.004, 0.020], [-0.119, 0.013, 0.129], [0.033, -0.522, 0.003], [-0.214, -0.354, -0.580], [-0.045, 0.302, 0.569], [0.235, 0.262, -0.514], [-0.283, -0.486, 0.121], [-0.283, -0.139, -0.471], [0.108, 0.742, 0.085], [0.178, -0.078, 0.625], [-0.499, -0.323, -0.103]]}